{
  "formula": "C16H32N2O18Ti",
  "method": "ωB97M-V/def2-TZVPD",
  "e_tot_ev": -80054.993,
  "s2": 3.75,
  "total_charge": -1,
  "largest_force_ev_per_a": 2.1,
  "orbital_gap_ev": [3.12, 6.91],
  "de_lowest_kcal_mol": 36.9,
  "mol_weight_g_mol": 588.295,
  "lumo_energy_ev": [2.2, 2.1],
  "multiplicity": 4,
  "elements": ["Ti", "N", "O", "O", "O", "N", "O", "O", "O", "C", "C", "O", "C", "O", "O", "C", "H", "H", "H", "H", "H", "H", "H", "H", "C", "C", "O", "C", "O", "O", "C", "H", "H", "H", "H", "H", "H", "H", "H", "C", "C", "O", "C", "O", "O", "C", "H", "H", "H", "H", "H", "H", "H", "H", "C", "C", "O", "C", "O", "O", "C", "H", "H", "H", "H", "H", "H", "H", "H"],
  "positions_angstrom": [[-0.05435, -0.35020, -0.78394], [0.32633, -3.83909, -2.33933], [-0.51806, -3.85624, -3.25597], [0.92859, -4.88396, -1.98422], [0.63285, -2.73566, -1.78187], [-3.05879, -0.71177, -2.77228], [-1.99798, -0.31670, -2.21460], [-3.79408, 0.10378, -3.36706], [-3.40055, -1.91127, -2.67613], [3.45425, -3.30437, -0.74218], [2.93179, -2.96720, 0.62586], [3.44286, -1.67229, 1.04489], [2.64920, -0.66784, 1.32184], [1.49933, -0.64029, 0.97437], [3.22168, 0.32324, 2.00256], [4.44028, 0.11075, 2.68896], [3.10937, -4.32584, -0.91319], [4.54376, -3.25672, -0.73834], [3.05245, -2.62210, -1.48880], [3.37759, -3.64902, 1.35851], [1.85214, -2.98619, 0.76464], [5.25024, 0.45136, 2.03819], [4.58669, -0.93613, 2.95375], [4.44351, 0.71002, 3.59876], [-5.61423, -2.22247, 1.74156], [-4.69580, -2.71305, 0.65986], [-3.31983, -2.44268, 0.88555], [-2.80667, -1.24931, 0.70796], [-1.61648, -1.08681, 0.73061], [-3.69558, -0.34653, 0.37568], [-3.42480, 1.02525, 0.37835], [-5.22322, -2.53672, 2.72053], [-6.58330, -2.71735, 1.67847], [-5.70118, -1.14850, 1.90283], [-5.05345, -2.40069, -0.32673], [-4.73454, -3.79528, 0.53220], [-2.52804, 1.24738, -0.21149], [-3.31610, 1.46733, 1.37091], [-4.19727, 1.56875, -0.16455], [3.65374, 2.14541, -1.06650], [3.37408, 1.12991, -2.14600], [2.68392, 1.76903, -3.24158], [1.37920, 1.78866, -3.18360], [0.68527, 1.52777, -2.23593], [0.90559, 2.22018, -4.36198], [-0.50576, 2.21154, -4.49898], [4.04090, 3.05965, -1.52838], [4.37873, 1.81623, -0.32177], [2.76131, 2.47484, -0.53041], [2.77012, 0.30685, -1.74674], [4.28958, 0.73562, -2.58031], [-0.83184, 2.05571, -5.52974], [-0.82402, 3.24950, -4.33543], [-1.08557, 1.52069, -3.88852], [-0.13914, 1.04345, 4.77014], [-0.45190, 1.00037, 3.29479], [-0.48149, 2.31692, 2.78382], [-0.34456, 2.52688, 1.47688], [-0.27652, 1.65234, 0.64300], [-0.50086, 3.81540, 1.21818], [-0.62134, 4.19813, -0.13739], [-1.02756, 1.07751, 5.39927], [0.58492, 1.82204, 5.01040], [0.38395, 0.12038, 5.04108], [-1.41779, 0.50628, 3.13082], [0.19837, 0.30443, 2.76886], [-0.04089, 3.57616, -0.82273], [-0.28111, 5.22538, -0.24258], [-1.66794, 4.08713, -0.43482]],
  "atomic_forces_ev_per_a": [[-0.030, -0.064, -0.336], [-0.243, 0.138, -0.735], [0.748, -0.086, 0.865], [-0.356, 0.497, -0.016], [-0.175, -0.052, 0.285], [-0.957, -1.117, 0.274], [0.356, 0.520, -0.039], [0.588, 0.077, 0.111], [0.360, 0.953, 0.098], [-0.280, 0.018, 0.343], [0.198, -0.121, 0.459], [1.326, 0.318, 0.557], [-0.466, -1.215, -0.467], [-0.643, 0.842, 0.001], [-0.614, 0.352, 0.207], [0.706, -0.093, -0.160], [0.037, 0.147, -0.521], [0.075, -0.077, 0.025], [-0.150, -0.241, -0.063], [-0.094, 0.023, -0.022], [0.003, 0.084, -0.533], [0.103, -0.179, 0.180], [-0.024, 0.070, -0.112], [-0.235, 0.088, -0.118], [0.307, -0.452, 1.692], [-0.876, -0.259, -1.113], [-0.024, -0.434, 0.343], [0.413, -0.173, -1.344], [0.730, 0.236, 0.738], [-1.747, -0.027, 0.442], [1.181, 1.396, -0.985], [0.075, -0.291, -0.130], [-0.130, 0.297, -0.272], [-0.172, 0.073, -0.817], [0.558, 0.620, 0.033], [0.075, -0.076, 0.611], [0.097, -0.289, 0.260], [-0.055, -0.383, 0.197], [-0.435, -0.520, 0.179], [0.090, 0.930, 0.049], [-0.093, 0.064, 0.516], [0.807, -0.360, -0.171], [-0.945, 0.381, -0.739], [-0.218, -0.424, 0.615], [0.487, -0.790, 0.097], [-1.470, 1.312, -0.475], [0.230, -0.113, -0.006], [-0.001, -0.238, -0.104], [-0.181, -0.404, -0.050], [-0.121, -0.075, -0.187], [-0.005, 0.038, -0.060], [0.818, -0.415, -0.125], [-0.206, -0.216, 0.482], [0.516, -0.071, 0.377], [0.552, -0.585, 0.281], [-0.563, -1.537, -0.014], [0.447, 1.105, -0.003], [-1.201, -1.515, -0.588], [0.469, 0.299, 0.062], [0.564, 0.516, 0.779], [-0.173, -0.291, -1.036], [0.062, 0.431, 0.002], [-0.298, 0.265, -0.002], [-0.181, -0.078, -0.063], [-0.178, 0.415, 0.023], [0.574, 0.655, -0.339], [0.080, -0.153, 0.306], [-0.165, 0.034, 0.268], [0.072, 0.220, -0.012]],
  "mulliken_spin": [2.665, 0.026, 0.003, 0.004, -0.025, 0.012, -0.004, 0.005, 0.007, 0.016, 0.027, -0.025, -0.050, -0.020, -0.023, 0.015, 0.001, 0.002, 0.009, -0.003, 0.011, 0.000, 0.001, -0.002, 0.000, 0.000, -0.003, 0.038, 0.057, -0.013, 0.031, 0.000, 0.000, 0.000, 0.000, 0.000, 0.036, 0.001, 0.002, 0.005, -0.065, -0.030, -0.009, -0.005, -0.007, 0.005, 0.005, -0.002, 0.012, 0.249, -0.008, 0.000, 0.000, 0.002, 0.003, -0.008, 0.001, 0.075, -0.058, 0.000, 0.002, 0.000, -0.001, -0.001, 0.005, 0.017, 0.012, 0.001, 0.000]
}